P.
ORCA calculation (ωB97M-V/def2-TZVPD) on one molecule with the formula C4H7FO.

XYZ file:
```
13
Properties=species:S:1:pos:R:3
C 1.229 1.576 -0.329
C -0.378 -0.122 -0.301
C -0.483 -1.577 -0.158
C -0.838 -0.681 0.982
H 2.282 1.632 -0.564
H 0.676 2.142 -1.078
H 1.011 1.844 0.722
H -1.231 0.303 -0.871
H 0.485 -2.102 -0.206
H -1.272 -2.143 -0.623
H -0.300 -0.569 1.876
O 0.966 0.181 -0.566
F -2.147 -0.483 1.116
```

Results
**Orbital gap**: 10.9 eV
**M**: 90.1 g/mol
**SMILES**: CO[C@H]1C[C@@H]1F

Q.
ORCA calculation (ωB97M-V/def2-TZVPD) on one molecule with the formula C4H7FO.

XYZ file:
```
13
Properties=species:S:1:pos:R:3
C 2.016 -0.548 -0.014
C 0.074 0.649 0.039
C -1.087 -0.261 -0.114
C -2.335 0.283 -0.137
H 2.672 -1.161 -0.615
H 2.649 0.013 0.666
H 1.478 -1.177 0.612
H 0.343 0.626 1.019
H -0.156 1.709 -0.191
H -0.799 -1.280 -0.319
H -2.554 1.302 0.037
O 1.160 0.283 -0.747
F -3.461 -0.438 -0.237
```

Results
**Orbital gap**: 10.6 eV
**M**: 90.1 g/mol
**SMILES**: COC/C=C/F

R.
ORCA calculation (ωB97M-V/def2-TZVPD) on one molecule with the formula C4H7FO.

XYZ file:
```
13
Properties=species:S:1:pos:R:3
C -0.605 1.445 0.379
C -0.390 -0.001 -0.030
C -0.152 -1.174 0.887
C 0.980 -0.272 -0.602
H -1.388 1.569 1.235
H 0.247 1.995 0.750
H -0.958 2.133 -0.516
H -1.282 -1.660 1.292
H 0.294 -2.118 0.247
H 0.563 -0.973 1.524
H 1.192 -1.112 -1.541
O 1.894 0.382 -0.016
F -1.424 -0.319 -0.741
```

Results
**Orbital gap**: 10.7 eV
**M**: 90.1 g/mol
**SMILES**: CC(C)(F)C=O

S.
ORCA calculation (ωB97M-V/def2-TZVPD) on one molecule with the formula C4H7FO.

XYZ file:
```
13
Properties=species:S:1:pos:R:3
C -1.801 -0.254 -0.099
C -0.353 0.179 -0.386
C 0.789 -0.602 0.282
C 2.011 0.377 0.111
H -2.629 -0.105 -1.120
H -1.830 -1.471 0.039
H -2.445 0.378 0.846
H -0.119 0.373 -1.400
H 0.865 -1.684 0.169
H 0.783 -0.192 1.360
H 1.731 1.519 0.550
O 3.108 -0.016 -0.368
F -0.110 1.498 0.015
```

Results
**Orbital gap**: 10.5 eV
**M**: 90.1 g/mol
**SMILES**: C[C@@H](F)CC=O

Which one is the most stable? From the structures above, Q.